(1)
The following is a quantum chemistry calculation of a cluster of 6 separate species, C57H60Br2ClF41IN3O7S in total, from OMol25.

Geometry as XYZ:
```
173
C57H60Br2ClF41IN3O7S (wB97M-V/def2-TZVPD)
I -2.998 6.707 2.954
Br -6.472 4.148 4.512
Br -4.366 0.455 5.325
Cl -7.805 -1.571 0.538
S -2.678 1.614 2.249
F 1.045 -10.901 -1.683
F -7.294 -7.129 -5.090
F -1.667 -5.786 -2.401
F 12.554 4.112 -4.654
F -12.340 -4.865 3.330
F -1.504 -10.184 -1.083
F -9.070 -6.211 -3.190
F -5.644 -6.793 -3.701
F -4.743 -5.554 -1.441
F -0.281 -6.588 -0.222
F 11.181 5.176 2.478
F 14.071 3.301 -1.986
F 11.104 1.905 1.185
F -9.965 1.013 2.886
F -13.378 -6.222 4.681
F -3.397 -3.547 -2.672
F 12.480 8.724 -4.990
F 11.919 6.150 -4.211
F -11.147 -2.575 6.241
F 9.786 2.879 2.616
F -5.085 -4.161 -3.899
F -10.757 -6.769 4.409
F -9.817 -1.019 4.452
F -2.296 -5.890 0.220
F -4.887 -3.633 -0.427
F 15.936 8.618 -4.385
F 10.668 2.653 -1.365
F -10.196 -4.817 5.192
F -12.262 -0.797 5.719
F 14.950 7.718 -6.087
F 12.058 1.488 -2.573
F 10.311 4.567 0.577
F -0.546 -11.239 0.545
F 13.306 2.230 -0.266
F -10.518 -2.814 3.432
F 12.586 6.828 -6.892
F 11.116 5.244 -6.632
F -1.350 -7.935 -2.487
F -7.655 -4.726 -3.876
F 13.993 10.199 -5.541
F 0.974 -8.739 -1.395
O -7.432 -5.659 -1.844
O -12.932 -2.706 4.882
O -8.344 1.892 1.773
O 14.489 7.020 -4.002
O -0.820 -9.076 0.749
O 12.760 4.381 -0.601
O -3.505 5.245 0.509
N -1.242 3.013 -3.408
N -2.346 0.502 -2.771
N -3.014 -0.125 -0.153
C -1.545 2.709 -2.069
C -12.487 -5.192 4.632
C -1.587 -6.913 -0.338
C -0.641 -1.038 0.016
C -7.741 0.020 3.093
C -8.683 1.048 2.513
C -2.081 -1.078 0.535
C -2.686 5.300 1.350
C -6.830 -4.448 -1.410
C 3.576 0.534 0.730
C 12.419 5.567 -6.453
C -4.186 0.745 1.869
C -1.877 -8.156 0.521
C -10.925 -1.680 4.038
C 0.355 -0.403 1.011
C 5.885 1.052 1.804
C 1.690 -1.150 1.071
C -5.316 0.795 2.702
C -1.651 3.338 0.295
C 4.806 -0.013 1.446
C -2.423 1.154 -0.410
C 2.731 -0.587 0.087
C -6.451 0.075 2.284
C -6.418 -0.654 1.098
C -3.808 3.423 4.914
C -5.360 1.543 4.014
C 11.033 2.900 2.090
C -13.144 -4.018 5.380
C 0.851 -9.923 -0.769
C -2.219 3.129 -4.228
C -1.433 4.410 1.341
C -2.100 1.462 -1.740
C 14.215 5.740 -4.548
C -0.541 -10.080 -0.149
C -1.994 -6.960 -1.813
C 12.768 5.427 -4.970
C -5.300 -0.700 0.293
C -2.289 2.342 -5.499
C -2.196 2.097 0.593
C -6.972 -7.015 -3.784
C 12.985 3.158 -1.186
C 13.703 9.195 -4.683
C -7.766 -5.861 -3.163
C 11.816 2.721 -2.070
C -1.334 3.605 -1.027
C -4.938 3.029 3.975
C -4.172 -0.003 0.695
C 12.657 4.517 0.808
C 14.764 8.098 -4.810
C -3.372 4.081 -3.991
C -11.173 -5.744 5.190
C 11.286 4.272 1.462
C 6.450 3.453 2.360
C -4.747 -3.568 -2.739
C 5.459 2.516 1.657
C -11.822 -1.979 5.240
C -5.300 -4.322 -1.526
H -12.970 -4.074 6.454
H 5.452 2.781 0.599
H 14.417 5.061 -3.721
H -2.790 -8.662 0.205
H 6.208 0.916 2.839
H 12.861 5.573 0.978
H -0.934 4.584 -1.266
H -14.214 -4.171 5.251
H 11.674 3.418 -2.894
H -5.108 -2.535 -2.747
H -3.056 1.589 -5.323
H 1.619 -9.995 0.003
H -1.337 1.886 -5.747
H -2.092 -7.764 1.514
H -2.900 2.858 4.719
H -7.342 -3.574 -1.813
H -7.203 -7.951 -3.272
H 2.145 -1.090 2.064
H 14.931 5.471 -5.326
H -11.452 -1.066 3.305
H -7.035 -4.431 -0.341
H 6.165 4.481 2.134
H -8.120 -0.987 2.979
H 4.511 -0.472 2.392
H -0.324 -2.078 -0.078
H -5.256 -1.284 -0.610
H 13.029 4.892 -7.060
H -3.184 -0.013 -2.544
H 13.683 9.586 -3.663
H 3.434 -1.377 -0.186
H -0.086 -0.465 2.007
H -2.651 2.980 -6.309
H 7.465 3.256 2.024
H 2.231 -0.229 -0.814
H 2.935 1.080 1.422
H -3.904 4.267 -4.923
H 13.453 3.980 1.324
H -4.109 3.678 -3.293
H -11.312 -6.121 6.208
H 3.926 1.158 -0.092
H -4.081 3.227 5.950
H -4.687 3.361 2.974
H -3.013 5.041 -3.633
H -1.568 -0.139 -2.863
H 4.477 2.717 2.086
H -3.071 -7.107 -1.918
H 5.306 -0.781 0.855
H 6.390 3.333 3.442
H -2.114 -0.974 1.619
H -6.383 1.520 4.348
H -0.567 5.007 1.061
H 0.523 0.649 0.769
H -3.611 4.488 4.847
H -2.475 -2.078 0.338
H -0.551 -0.609 -0.980
H -7.558 0.149 4.155
H 11.749 2.699 2.893
H 6.783 0.926 1.196
H -1.315 3.910 2.299
H 1.528 -2.215 0.899
```

Summary:
SMILES = CCCCCCCCCCN1c2cc(Cl)c(CC(=O)F)c([C@@H](Br)[C@H](C)Br)c2Sc2c(CC(=O)I)cc(N=C(C)C)c(N)c21.FC(F)C(F)(F)COC(F)(F)C(F)F.FC(F)C(F)(F)COC(F)(F)C(F)F.FC(F)C(F)(F)COC(F)(F)C(F)F.FC(F)C(F)(F)COC(F)(F)C(F)F.FC(F)C(F)(F)COC(F)(F)C(F)F
E_HOMO = -7.829 eV
Kohn-Sham gap = 7.9 eV
Net charge = 0



(2)
The following is a quantum chemistry calculation of a cluster of 12 separate species, C57H60F9N9O6 in total, from OMol25.

Geometry as XYZ:
```
141
C57H60F9N9O6 (wB97M-V/def2-TZVPD)
F 7.783 -0.321 2.524
F -3.276 1.944 -2.626
F -3.901 0.343 -1.478
F 1.713 -1.392 3.929
F 7.943 1.830 2.187
F 7.646 1.135 4.214
F 0.657 -2.660 5.237
F 0.108 -2.624 3.123
F -5.180 1.070 -3.068
O 0.245 0.164 5.237
O 5.124 0.032 2.420
O -2.070 -0.527 -3.521
O 5.472 2.220 2.629
O -4.122 -0.718 -4.457
O -1.623 -0.708 4.282
N 2.158 -6.362 1.272
N -0.106 6.110 -1.294
N 0.459 0.424 1.838
N -3.033 -3.795 -1.206
N -5.017 2.639 -0.196
N 2.615 -4.604 -4.369
N -1.310 4.066 3.357
N 1.533 0.819 -3.749
N 5.001 -2.223 -1.597
C 2.453 -6.165 0.019
C 6.157 -2.085 -0.902
C -5.545 0.708 1.729
C 5.818 0.933 2.579
C -0.543 1.156 1.261
C 1.249 -0.310 1.061
C 0.426 2.380 6.156
C -1.198 6.733 -3.368
C 6.364 -2.507 0.380
C 2.320 -3.385 -3.917
C -6.130 1.943 -0.251
C -0.067 0.194 -0.902
C -1.125 5.220 -1.108
C 0.996 -0.428 -0.302
C 4.055 -3.207 0.380
C -3.734 -3.093 -4.316
C -1.826 6.099 2.282
C -2.295 5.937 -3.069
C -0.414 1.484 5.301
C 0.027 4.303 3.032
C -3.912 0.790 -2.695
C 5.320 -3.055 1.028
C -4.753 -5.091 0.550
C -0.456 -0.737 4.515
C -0.502 6.353 1.941
C 0.304 -5.234 -3.883
C 0.739 2.853 -2.729
C 0.105 -5.147 1.046
C 1.029 -5.865 1.763
C 2.744 1.872 -1.909
C -6.434 0.990 0.721
C -4.305 -5.782 -0.587
C 1.808 2.893 -1.850
C -0.006 -3.933 -3.486
C 4.080 2.575 2.608
C -3.395 -3.208 -0.079
C -4.344 1.438 1.757
C -3.428 -5.040 -1.409
C 7.334 0.873 2.922
C 0.635 1.849 -3.606
C 0.509 -1.887 4.148
C -3.229 -0.229 -3.673
C -4.140 2.411 0.799
C 3.894 4.075 2.662
C -4.271 -3.862 0.827
C -0.112 6.769 -2.489
C 2.510 0.864 -2.875
C 1.591 -5.510 -4.312
C 3.981 -2.713 -0.864
C 0.459 5.387 2.253
C -3.698 -1.889 -5.226
C -2.239 4.926 2.890
C 1.642 -5.338 -0.751
C 1.022 -3.008 -3.480
C 0.480 -4.786 -0.238
C -0.790 1.096 -0.103
C -2.235 5.162 -1.936
H -7.336 0.282 0.614
H -1.201 7.383 -4.198
H -4.739 -3.218 -3.872
H -1.388 1.276 5.757
H 0.360 2.190 7.222
H -3.040 4.502 -1.663
H 4.428 4.312 3.619
H 0.782 -2.022 -3.067
H -1.576 1.745 -0.444
H -5.493 -5.506 1.255
H -4.467 -3.327 1.717
H -0.449 -6.066 -3.838
H -0.188 1.831 -4.345
H -3.305 3.072 0.876
H 0.780 3.702 3.521
H 3.144 -2.670 -3.914
H 0.955 -6.072 2.801
H 2.894 4.253 2.779
H -1.186 1.765 1.907
H 0.108 3.474 5.953
H -0.973 -3.824 -3.051
H -0.055 3.634 -2.752
H 5.410 -3.452 2.007
H 2.060 -0.782 1.576
H -2.995 -3.102 -3.511
H 3.685 2.078 1.698
H -0.844 -4.794 1.541
H 3.342 -6.708 -0.320
H 1.984 3.760 -1.208
H -0.162 -4.185 -0.837
H -3.117 -5.566 -2.303
H -3.597 -3.965 -4.955
H 3.116 0.007 -2.937
H -0.182 7.217 1.461
H -0.245 0.144 -1.953
H 1.462 5.557 1.966
H -2.976 -2.253 0.222
H -3.242 4.783 3.122
H -2.705 -1.695 -5.599
H -4.565 -6.785 -0.873
H 0.704 7.420 -2.683
H 6.995 -1.659 -1.459
H -4.366 -1.937 -6.066
H 1.935 -6.522 -4.573
H -6.760 2.031 -1.163
H 1.539 -1.161 -0.894
H -0.530 1.786 4.270
H 1.875 -5.151 -1.785
H 7.379 -2.608 0.757
H 3.622 1.810 -1.228
H 4.352 4.675 1.882
H -2.644 6.746 1.956
H -3.691 1.273 2.573
H 3.644 2.077 3.570
H 1.446 2.436 5.807
H -5.806 0.115 2.588
H -0.941 4.678 -0.167
H 3.006 -2.780 -1.338
H 3.155 -3.685 0.725
H -3.140 5.851 -3.735
```

Summary:
SMILES = CCOC(=O)C(F)(F)F.CCOC(=O)C(F)(F)F.CCOC(=O)C(F)(F)F.c1ccncc1.c1ccncc1.c1ccncc1.c1ccncc1.c1ccncc1.c1ccncc1.c1ccncc1.c1ccncc1.c1ccncc1
E_HOMO = -9.162 eV
Kohn-Sham gap = 9.6 eV
Net charge = 0